{
  "formula": "C55H51BaN6O6P4Se",
  "method": "ωB97M-V/def2-TZVPD",
  "elements": ["Ba", "C", "N", "C", "C", "N", "C", "P", "C", "N", "C", "C", "N", "C", "C", "N", "C", "C", "N", "C", "H", "H", "H", "H", "H", "H", "H", "H", "H", "H", "H", "H", "H", "H", "H", "C", "C", "C", "C", "C", "C", "P", "C", "C", "C", "C", "C", "C", "C", "C", "C", "C", "C", "C", "H", "H", "H", "H", "H", "H", "H", "H", "H", "H", "H", "H", "H", "H", "O", "P", "C", "P", "O", "C", "C", "C", "C", "C", "C", "C", "C", "C", "C", "C", "C", "C", "C", "C", "C", "C", "C", "C", "C", "C", "C", "C", "C", "H", "H", "H", "H", "H", "H", "H", "H", "H", "H", "H", "H", "H", "H", "H", "H", "H", "H", "H", "H", "H", "H", "O", "Se", "O", "O", "O"],
  "xyz": [[0.623, 2.008, -0.432], [-1.628, 4.680, 4.150], [-1.841, 3.696, 3.134], [-2.597, 3.860, 2.022], [-2.381, 2.758, 1.244], [-1.498, 1.935, 1.842], [-1.159, 2.524, 2.970], [-0.156, 1.862, 4.311], [-0.397, 0.070, 4.063], [-1.012, -0.551, 3.086], [-1.060, -1.858, 3.429], [-0.469, -2.041, 4.648], [-0.054, -0.809, 5.054], [0.589, -0.526, 6.302], [1.515, 2.059, 3.605], [1.810, 2.021, 2.329], [3.105, 2.382, 2.215], [3.619, 2.638, 3.454], [2.604, 2.438, 4.344], [2.742, 2.513, 5.768], [-2.398, 5.447, 4.068], [-1.673, 4.216, 5.141], [-0.653, 5.150, 3.998], [-3.194, 4.734, 1.859], [-2.780, 2.543, 0.280], [-1.522, -2.581, 2.785], [-0.324, -2.905, 5.264], [0.051, -1.022, 7.113], [1.624, -0.877, 6.300], [0.573, 0.551, 6.472], [3.560, 2.468, 1.249], [4.595, 2.943, 3.780], [3.292, 3.413, 6.046], [1.755, 2.551, 6.228], [3.287, 1.641, 6.149], [1.315, -4.630, -0.803], [2.552, -4.142, -1.189], [3.007, -2.930, -0.703], [2.232, -2.199, 0.190], [0.981, -2.686, 0.556], [0.519, -3.890, 0.056], [2.748, -0.584, 0.910], [4.041, -1.235, 2.042], [3.981, -2.518, 2.582], [4.936, -2.955, 3.483], [5.963, -2.116, 3.879], [6.019, -0.826, 3.371], [5.066, -0.390, 2.469], [3.741, 0.080, -0.465], [5.065, -0.318, -0.658], [5.796, 0.222, -1.698], [5.184, 1.127, -2.548], [3.856, 1.476, -2.362], [3.076, 0.991, -1.304], [0.968, -5.582, -1.181], [3.164, -4.714, -1.873], [3.966, -2.552, -1.030], [0.373, -2.108, 1.237], [-0.465, -4.251, 0.329], [3.186, -3.184, 2.279], [4.884, -3.964, 3.871], [6.715, -2.462, 4.576], [6.821, -0.165, 3.675], [5.117, 0.613, 2.072], [5.542, -1.034, 0.004], [6.835, -0.054, -1.836], [5.756, 1.565, -3.357], [3.424, 2.187, -3.057], [-2.031, 1.287, -1.439], [-2.646, 0.924, -2.707], [-1.599, -0.303, -3.611], [-0.763, -1.270, -2.272], [0.225, -0.490, -1.526], [0.034, -2.619, -3.217], [1.178, -2.216, -3.900], [1.881, -3.122, -4.670], [1.451, -4.435, -4.763], [0.323, -4.843, -4.073], [-0.380, -3.941, -3.291], [-2.186, -1.904, -1.340], [-2.334, -1.508, -0.018], [-3.477, -1.872, 0.672], [-4.450, -2.647, 0.060], [-4.298, -3.048, -1.257], [-3.177, -2.657, -1.966], [-2.883, 2.285, -3.896], [-3.463, 2.086, -5.146], [-3.608, 3.150, -6.015], [-3.178, 4.414, -5.639], [-2.604, 4.613, -4.394], [-2.454, 3.551, -3.516], [-4.312, 0.221, -2.425], [-4.817, 0.459, -1.154], [-6.088, 0.034, -0.813], [-6.868, -0.621, -1.748], [-6.372, -0.854, -3.021], [-5.098, -0.436, -3.361], [-0.821, 0.255, -4.144], [-2.144, -0.933, -4.309], [1.523, -1.196, -3.782], [2.768, -2.805, -5.199], [2.011, -5.144, -5.358], [-0.007, -5.870, -4.139], [-1.231, -4.273, -2.713], [-1.568, -0.903, 0.449], [-3.621, -1.537, 1.686], [-5.336, -2.932, 0.606], [-5.062, -3.647, -1.732], [-3.071, -2.925, -3.010], [-3.799, 1.103, -5.445], [-4.056, 2.996, -6.988], [-3.288, 5.242, -6.325], [-2.263, 5.594, -4.101], [-1.989, 3.699, -2.546], [-4.192, 0.967, -0.436], [-6.466, 0.212, 0.182], [-7.861, -0.956, -1.487], [-6.985, -1.364, -3.749], [-4.716, -0.629, -4.352], [-0.281, 5.209, 1.392], [0.249, 4.857, -0.083], [0.453, 6.189, -0.940], [-0.796, 3.861, -0.858], [1.627, 3.981, 0.038]],
  "atomic_forces_ev_per_a": [[-0.489, -4.953, 0.345], [0.231, 0.335, 0.372], [-0.216, -0.431, -0.235], [-0.282, -0.158, 0.000], [-0.523, 0.369, 0.214], [0.506, -0.249, -0.156], [-0.188, -0.096, 0.406], [0.286, -0.043, -0.410], [-0.188, 0.247, 0.204], [-0.063, 0.221, -0.390], [0.092, -0.268, 0.403], [-0.082, -0.292, -0.044], [-0.205, -0.044, -0.316], [0.280, 0.024, 0.384], [-0.286, 0.064, 0.228], [-0.691, 0.131, 0.032], [0.292, 0.265, 0.285], [0.216, 0.044, -0.170], [0.009, -0.001, -0.422], [0.074, -0.072, 0.455], [0.049, -0.077, 0.027], [-0.008, 0.126, -0.125], [-0.068, 0.047, 0.000], [0.015, 0.220, -0.023], [-0.087, -0.016, -0.335], [-0.041, -0.233, -0.062], [0.068, -0.215, 0.061], [0.039, 0.074, -0.016], [-0.024, 0.072, -0.007], [0.004, -0.111, 0.061], [0.250, 0.054, -0.236], [0.137, 0.033, 0.026], [-0.054, -0.026, -0.038], [0.054, 0.026, -0.017], [-0.096, 0.089, 0.016], [-0.032, -0.168, 0.062], [0.078, -0.187, -0.053], [-0.079, 0.012, 0.019], [-0.097, 0.177, 0.043], [0.154, 0.010, -0.015], [-0.110, -0.228, 0.068], [-0.010, -0.614, -0.413], [-0.169, 0.095, 0.212], [-0.033, 0.093, -0.066], [0.063, -0.166, 0.130], [0.064, -0.003, 0.087], [0.101, -0.002, 0.065], [-0.012, 0.007, 0.024], [0.286, 0.110, -0.022], [0.169, -0.057, 0.053], [0.259, -0.140, 0.020], [0.007, 0.173, -0.324], [0.223, -0.142, 0.045], [0.072, -0.050, 0.023], [-0.038, -0.041, -0.039], [0.043, -0.032, -0.072], [0.032, 0.067, 0.020], [-0.059, 0.110, 0.024], [-0.055, -0.023, 0.056], [-0.038, -0.100, -0.014], [-0.019, -0.047, 0.032], [0.018, -0.007, 0.010], [0.024, 0.072, 0.002], [0.073, 0.008, -0.042], [0.011, 0.015, -0.009], [0.026, -0.019, -0.027], [0.064, 0.050, -0.102], [-0.047, 0.171, -0.143], [0.654, 0.637, 1.302], [-0.994, -0.516, -2.391], [-0.080, 0.346, 0.863], [-0.773, -1.120, -1.086], [0.396, 0.290, 0.400], [-0.204, 0.329, 0.278], [-0.057, 0.106, 0.107], [0.129, 0.032, -0.112], [-0.013, -0.038, 0.012], [-0.041, -0.060, -0.061], [-0.143, 0.096, -0.034], [0.449, -0.030, -0.254], [0.129, -0.071, 0.032], [-0.014, -0.042, 0.120], [0.120, -0.093, -0.008], [-0.044, -0.094, -0.067], [0.163, -0.059, 0.080], [0.049, -0.235, 0.413], [0.038, -0.098, 0.061], [-0.070, -0.057, -0.141], [0.029, 0.066, 0.052], [-0.018, 0.110, -0.130], [0.074, -0.096, 0.179], [0.367, 0.314, 0.012], [0.130, 0.080, 0.005], [-0.191, 0.004, -0.055], [-0.056, 0.029, 0.076], [-0.033, -0.057, -0.201], [-0.003, 0.038, -0.070], [-0.080, -0.058, 0.008], [-0.073, -0.072, -0.018], [0.132, 0.056, -0.037], [0.107, 0.044, -0.003], [0.008, -0.060, -0.066], [-0.018, -0.098, 0.049], [-0.066, -0.050, -0.003], [-0.020, 0.144, 0.139], [0.075, 0.090, 0.194], [-0.107, -0.010, 0.074], [-0.054, 0.000, -0.057], [-0.057, -0.044, -0.041], [-0.029, -0.074, -0.058], [-0.013, -0.011, -0.024], [-0.007, 0.074, -0.034], [0.058, 0.075, 0.055], [0.050, 0.068, 0.083], [0.041, 0.028, 0.141], [-0.030, 0.033, 0.125], [-0.094, -0.027, 0.016], [-0.037, -0.058, -0.086], [0.003, -0.074, -0.140], [-0.282, -0.064, 1.012], [-0.097, 3.269, 0.391], [0.275, 0.765, -0.812], [-1.237, 0.445, -0.792], [1.582, 1.498, 0.335]],
  "relative_energy_kcal_mol": 53.1,
  "charge": -1,
  "spin_multiplicity": 1,
  "gap_ev": 5.83,
  "largest_force_ev_per_a": 5.0
}